(1)
The following is a DFT calculation (wB97M-V/def2-TZVPD) of an isolated molecule of C3H6FNO in a non-equilibrium geometry.

Properties
Lowest unoccupied orbital energy in eV: 0.93

Cartesian coordinates (Å):
C1 -0.21 1.36 -0.04
C2 0.03 -0.14 -0.02
C3 1.37 -0.83 0.12
F1 2.40 -0.19 -0.35
N1 -0.97 -1.02 -0.05
O1 -2.21 -0.37 -0.18
H1 0.43 1.65 0.76
H2 -1.20 1.53 0.28
H3 0.16 1.87 -0.92
H4 1.60 -0.85 1.20
H5 1.31 -1.82 -0.32
H6 -2.71 -1.20 -0.49

Atomic partial charges in e from the natural (NBO) method, atoms 1 to 5: -0.68, 0.19, 0.03, -0.34, -0.16

---

(2)
The following is a DFT calculation (wB97M-V/def2-TZVPD) of a cluster of 2 separate species, C3H6FNO2 in total in a non-equilibrium geometry.

Properties
Lowest unoccupied orbital energy in eV: 0.37

Cartesian coordinates (Å):
C1 3.10 -0.34 -0.30
C2 -0.36 0.96 0.92
C3 0.64 0.53 -0.18
N1 -0.06 -0.48 -1.10
O1 3.57 0.30 0.51
O2 2.99 -1.11 -1.13
F1 0.80 1.69 -1.06
H1 -0.22 1.99 1.24
H2 -0.17 0.38 1.75
H3 -1.48 0.85 0.66
H4 -1.02 -0.30 -1.10
H5 0.24 -1.35 -0.62
H6 0.12 -0.44 -2.04

Atomic partial charges in e from the natural (NBO) method, atoms 1 to 5: 1.03, -0.69, 0.07, -0.72, -0.52

---

(3)
The following is a DFT calculation (wB97M-V/def2-TZVPD) of an isolated molecule of C3H6FNO3 in a non-equilibrium geometry.

Properties
Lowest unoccupied orbital energy (spin up / spin down) in eV: 0.80 / -2.75
Multiplicity: 3

Cartesian coordinates (Å):
C1 0.48 0.59 0.02
C2 -2.56 -0.04 -0.41
C3 2.07 -0.18 0.40
N1 -0.49 -0.19 0.54
O1 0.51 1.66 -0.53
O2 3.10 0.34 -0.22
O3 -1.76 0.36 0.65
F1 1.91 -1.54 0.09
H1 -2.11 0.29 -1.33
H2 -3.49 0.58 -0.33
H3 -2.92 -1.06 -0.34
H4 2.35 -0.12 1.44
H5 -0.37 -0.91 1.14
H6 3.26 0.22 -1.13

Atomic partial charges in e from the natural (NBO) method, atoms 1 to 5: 0.25, -0.25, 0.50, -0.36, -0.32

---

(4)
The following is a DFT calculation (wB97M-V/def2-TZVPD) of a structure of composition C3H6HgO3 in a non-equilibrium geometry.

Properties
Lowest unoccupied orbital energy in eV: 0.31

Cartesian coordinates (Å):
O1 1.54 -1.42 -0.59
C1 1.53 -0.43 -1.40
C2 0.33 0.51 -1.31
O2 -0.52 0.11 -0.24
C3 -1.69 0.91 -0.08
Hg1 0.14 -1.48 0.75
H1 -0.22 0.48 -2.26
H2 0.68 1.54 -1.14
H3 -1.73 1.21 0.97
H4 -1.62 1.81 -0.72
H5 -2.58 0.34 -0.34
O3 2.41 -0.16 -2.21
H6 -0.24 -1.91 2.33

Atomic partial charges in e from the natural (NBO) method, atoms 1 to 5: -0.86, 0.74, -0.20, -0.66, -0.25

---

(5)
The following is a DFT calculation (wB97M-V/def2-TZVPD) of a structure of composition C3H6HgO4 in a non-equilibrium geometry.

Properties
Lowest unoccupied orbital energy (spin up / spin down) in eV: 0.64 / -0.97
Multiplicity: 3

Cartesian coordinates (Å):
O1 0.98 -0.31 0.64
C1 0.57 -0.01 -0.59
O2 1.21 0.46 -1.48
O3 -0.75 -0.27 -0.63
C2 -1.53 0.37 -1.57
H1 -1.03 1.03 -2.28
H2 -2.45 -0.18 -1.78
C3 2.40 -0.20 0.88
H3 2.94 -0.87 0.20
H4 2.72 0.84 0.72
H5 2.54 -0.50 1.92
O4 -3.08 0.00 1.58
H6 -3.38 0.38 0.66
Hg1 -1.13 -0.76 1.73

Atomic partial charges in e from the natural (NBO) method, atoms 1 to 5: -0.54, 0.99, -0.59, -0.55, -0.04

---

(6)
The following is a DFT calculation (wB97M-V/def2-TZVPD) of a structure of composition C3H6I2 in a non-equilibrium geometry.

Properties
Lowest unoccupied orbital energy (spin up / spin down) in eV: -1.52 / -1.51

Cartesian coordinates (Å):
C1 -0.25 -0.19 -1.32
C2 -0.47 0.03 1.24
C3 0.28 0.25 0.01
I1 1.22 2.19 -0.04
I2 2.52 -1.51 0.05
H1 0.42 -0.11 -2.12
H2 -0.60 -1.19 -1.11
H3 -0.98 0.54 -1.51
H4 -0.91 -1.06 1.27
H5 -1.25 0.74 1.24
H6 0.02 0.30 2.27

Atomic partial charges in e from the natural (NBO) method, atoms 1 to 5: -0.73, -0.78, 0.10, 0.20, -0.27

---

(7)
The following is a DFT calculation (wB97M-V/def2-TZVPD) of the ion C3H6I2NO with charge +1 in a non-equilibrium geometry.

Properties
Lowest unoccupied orbital energy (spin up / spin down) in eV: -4.56 / -4.56
Net charge: +1

Cartesian coordinates (Å):
C1 3.49 -1.52 0.29
C2 -0.84 0.44 -0.37
C3 1.67 0.04 -0.51
N1 0.43 -0.09 0.35
O1 2.93 -2.51 0.52
I1 5.16 -0.50 0.23
I2 2.66 1.81 -0.17
H1 -1.78 0.33 0.32
H2 -0.71 1.50 -0.69
H3 -0.89 -0.28 -1.20
H4 1.51 -0.31 -1.47
H5 0.23 -0.99 0.65
H6 0.87 0.46 1.11

Atomic partial charges in e from the natural (NBO) method, atoms 1 to 5: 0.40, -0.43, -0.49, -0.56, -0.42

---

(8)
The following is a DFT calculation (wB97M-V/def2-TZVPD) of an isolated molecule of C3H6I2O in a non-equilibrium geometry.

Properties
Lowest unoccupied orbital energy in eV: 0.34

Cartesian coordinates (Å):
C1 1.37 0.43 -0.15
C2 0.18 -0.57 0.12
C3 -1.21 -0.04 -0.72
O1 -0.15 -0.72 1.45
I1 -1.64 1.85 -0.17
I2 -2.80 -1.28 -0.17
H1 1.04 1.38 0.38
H2 2.30 0.01 0.13
H3 1.45 0.57 -1.15
H4 0.47 -1.62 -0.17
H5 -0.99 0.02 -1.73
H6 -0.04 -0.04 2.17

Atomic partial charges in e from the natural (NBO) method, atoms 1 to 5: -0.65, 0.12, -0.60, -0.76, 0.17

---

(9)
The following is a DFT calculation (wB97M-V/def2-TZVPD) of a structure of composition C3H6I2O2 in a non-equilibrium geometry.

Properties
Lowest unoccupied orbital energy (spin up / spin down) in eV: -1.27 / -1.27

Cartesian coordinates (Å):
C1 -1.14 -1.44 1.28
C2 0.94 1.24 -2.09
C3 -0.17 -0.61 0.55
O1 0.24 0.25 -1.92
O2 1.14 2.01 -1.06
I1 1.81 -1.25 0.59
I2 -0.14 1.72 1.73
H1 -0.47 -1.62 2.17
H2 -1.55 -2.33 0.81
H3 -2.16 -1.03 1.61
H4 1.29 1.66 -3.04
H5 -0.68 -0.27 -0.39
H6 0.89 1.67 -0.24

Atomic partial charges in e from the natural (NBO) method, atoms 1 to 5: -0.77, 0.66, -0.28, -0.65, -0.69

---

(10)
The following is a DFT calculation (wB97M-V/def2-TZVPD) of the ion C3H6IN2O with charge +1 in a non-equilibrium geometry.

Properties
Lowest unoccupied orbital energy (spin up / spin down) in eV: -4.03 / -4.03
Net charge: +1

Cartesian coordinates (Å):
C1 0.30 2.22 -0.02
C2 -0.26 -0.11 -0.76
C3 1.48 0.37 0.93
N1 -0.52 1.40 -0.55
N2 0.29 -0.44 0.51
O1 0.55 3.33 0.30
I1 3.23 0.00 -0.18
H1 -1.19 -0.64 -1.02
H2 0.52 -0.26 -1.63
H3 1.58 0.69 2.02
H4 -1.17 1.75 -1.32
H5 -0.54 -0.19 1.23
H6 0.39 -1.53 0.63

Atomic partial charges in e from the natural (NBO) method, atoms 1 to 5: 0.85, -0.05, -0.53, -0.66, -0.60

---

(11)
The following is a DFT calculation (wB97M-V/def2-TZVPD) of a cluster of 2 separate species, C3H6INO in total in a non-equilibrium geometry.

Properties
Lowest unoccupied orbital energy in eV: 0.24

Cartesian coordinates (Å):
C1 0.79 1.19 -0.08
N1 2.06 1.38 0.22
O1 2.89 1.82 -0.64
H1 0.18 0.55 0.54
H2 0.58 1.52 -1.07
H3 2.48 1.20 1.16
C2 -1.22 -1.94 0.42
C3 -1.47 -0.84 -0.29
I1 -3.23 0.36 -0.65
H4 -2.03 -2.42 1.00
H5 -0.25 -2.36 0.39
H6 -0.79 -0.45 -0.99

Atomic partial charges in e from the natural (NBO) method, atoms 1 to 5: -0.24, -0.03, -0.52, 0.21, 0.21

---

(12)
The following is a DFT calculation (wB97M-V/def2-TZVPD) of a cluster of 2 separate species, C3H6INO2 in total in a non-equilibrium geometry.

Properties
Lowest unoccupied orbital energy in eV: 0.41

Cartesian coordinates (Å):
C1 0.58 0.83 1.23
C2 -0.37 0.55 0.06
N1 0.37 0.06 -1.07
I1 -1.30 2.56 -0.46
H1 1.41 0.12 1.18
H2 0.01 0.80 2.27
H3 0.92 1.84 1.04
H4 -1.36 0.03 0.36
H5 -0.23 -0.19 -1.89
H6 1.29 0.53 -1.30
O1 -1.42 -2.25 -1.02
C3 -0.44 -2.31 -0.46
O2 0.54 -2.56 0.05

Atomic partial charges in e from the natural (NBO) method, atoms 1 to 5: -0.67, -0.06, -0.88, -0.11, 0.23

---

(13)
The following is a DFT calculation (wB97M-V/def2-TZVPD) of a structure of composition C3H6INS in a non-equilibrium geometry.

Properties
Lowest unoccupied orbital energy (spin up / spin down) in eV: -1.05 / -1.06

Cartesian coordinates (Å):
C1 -0.70 -0.09 0.13
C2 1.85 0.35 0.06
C3 0.70 -0.65 0.01
N1 -0.98 1.12 -0.02
S1 -3.24 1.39 0.46
I1 -4.18 -0.55 -0.35
H1 -1.61 -0.71 0.07
H2 1.94 0.88 -0.94
H3 1.80 1.06 0.86
H4 2.74 -0.36 0.26
H5 1.05 -1.58 0.56
H6 0.63 -0.87 -1.10

Atomic partial charges in e from the natural (NBO) method, atoms 1 to 5: 0.03, -0.61, -0.47, -0.30, -0.10

---

(14)
The following is a DFT calculation (wB97M-V/def2-TZVPD) of the ion C3H6N with charge +1 in a non-equilibrium geometry.

Properties
Lowest unoccupied orbital energy in eV: -5.57
Net charge: +1

Cartesian coordinates (Å):
C1 1.61 -0.34 0.46
C2 0.36 -0.02 0.77
N1 -0.47 0.54 -0.31
C3 -1.61 0.12 -0.67
H1 2.21 0.30 -0.19
H2 2.02 -1.24 0.92
H3 -0.24 -0.01 1.67
H4 0.16 0.99 -0.99
H5 -1.91 0.20 -1.70
H6 -2.12 -0.53 0.03

Atomic partial charges in e from the natural (NBO) method, atoms 1 to 5: -0.32, -0.05, -0.40, 0.12, 0.24

---

(15)
The following is a DFT calculation (wB97M-V/def2-TZVPD) of a structure of composition C3H6N in a non-equilibrium geometry.

Properties
Lowest unoccupied orbital energy in eV: -3.75
Net charge: +1

Cartesian coordinates (Å):
C1 1.01 -0.98 -0.68
C2 -0.23 -1.33 -0.84
C3 0.08 0.11 -0.57
N1 -0.27 0.61 0.79
H1 2.03 -1.33 -0.29
H2 -0.94 -2.04 -1.33
H3 -0.09 1.02 -1.54
H4 -0.26 -0.27 1.44
H5 -1.14 1.13 0.58
H6 0.39 1.27 1.02

Atomic partial charges in e from the natural (NBO) method, atoms 1 to 5: -0.16, -0.16, -0.15, -0.70, 0.28

---

(16)
The following is a DFT calculation (wB97M-V/def2-TZVPD) of the ion C3H6N with charge +1 in a non-equilibrium geometry.

Properties
Lowest unoccupied orbital energy in eV: -5.32
Net charge: +1

Cartesian coordinates (Å):
C1 1.59 0.02 -0.02
N1 0.31 0.04 -0.05
C2 -0.79 -0.81 -0.08
C3 -0.95 0.75 -0.02
H1 2.24 -0.90 -0.05
H2 1.98 1.10 0.11
H3 -0.73 -1.16 0.95
H4 -1.22 -1.57 -0.74
H5 -1.40 1.15 -1.01
H6 -1.03 1.38 0.91

Atomic partial charges in e from the natural (NBO) method, atoms 1 to 5: 0.11, -0.24, -0.24, -0.22, 0.26

---

(17)
The following is a DFT calculation (wB97M-V/def2-TZVPD) of a cluster of 2 separate species, C3H6N in total in a non-equilibrium geometry.

Properties
Lowest unoccupied orbital energy in eV: -5.74
Net charge: +1

Cartesian coordinates (Å):
C1 -2.53 -0.22 0.02
C2 -1.42 0.24 -0.03
C3 0.95 -0.47 0.08
N1 -0.09 0.63 0.08
H1 -3.35 -0.79 -0.26
H2 1.92 0.05 -0.28
H3 0.95 -1.22 0.89
H4 0.61 -0.97 -0.83
H5 -0.09 1.09 1.01
H6 0.20 1.48 -1.01

Atomic partial charges in e from the natural (NBO) method, atoms 1 to 5: -0.05, 0.03, -0.42, -0.57, 0.27

---

(18)
The following is a DFT calculation (wB97M-V/def2-TZVPD) of a cluster of 2 separate species, C3H6N10 in total in a non-equilibrium geometry.

Properties
Lowest unoccupied orbital energy (spin up / spin down) in eV: -0.10 / -0.10

Cartesian coordinates (Å):
C1 3.14 -0.39 -0.67
C2 -0.61 -2.09 -1.42
C3 -1.60 0.44 0.81
N1 2.59 -0.66 1.53
N2 2.23 -0.18 0.32
N3 4.10 -0.97 0.10
N4 3.73 -1.17 1.43
N5 -1.12 -2.27 -0.37
N6 -1.46 -0.47 1.83
N7 -1.50 -2.52 0.79
N8 -1.55 -1.69 1.81
N9 -2.85 0.88 0.49
N10 -0.59 0.81 0.12
H1 -0.03 -2.13 -2.25
H2 -3.55 0.72 1.15
H3 -2.79 1.74 0.05
H4 4.98 -1.17 -0.27
H5 -0.72 1.54 -0.48
H6 1.37 0.29 0.35

Atomic partial charges in e from the natural (NBO) method, atoms 1 to 5: 0.08, 0.14, 0.54, -0.03, -0.44

---

(19)
The following is a DFT calculation (wB97M-V/def2-TZVPD) of a cluster of 2 separate species, C3H6N2 in total in a non-equilibrium geometry.

Properties
Lowest unoccupied orbital energy (spin up / spin down) in eV: 0.60 / 0.71

Cartesian coordinates (Å):
C1 -0.01 0.74 1.18
C2 0.37 -0.10 0.32
C3 1.54 -0.72 -0.23
N1 -2.23 0.50 -0.72
N2 -1.50 -0.27 -1.21
H1 -1.10 0.96 0.99
H2 0.35 1.05 2.21
H3 1.39 -1.11 -1.30
H4 2.48 -0.22 -0.11
H5 1.73 -1.64 0.30
H6 -3.01 0.82 -1.41

Atomic partial charges in e from the natural (NBO) method, atoms 1 to 5: -0.55, 0.17, -0.73, -0.34, -0.03

---

(20)
The following is a DFT calculation (wB97M-V/def2-TZVPD) of an isolated molecule of C3H6N2 in a non-equilibrium geometry.

Properties
Lowest unoccupied orbital energy in eV: 0.31

Cartesian coordinates (Å):
C1 -0.66 -0.64 -1.48
C2 -0.59 -0.97 -0.24
C3 0.35 -0.49 0.80
N1 0.80 0.71 1.27
N2 0.69 1.75 0.37
H1 -1.02 -1.42 -2.36
H2 0.00 0.11 -1.74
H3 -0.69 -2.07 0.29
H4 0.44 -1.26 1.66
H5 1.14 2.60 1.06
H6 -0.46 1.67 0.35

Atomic partial charges in e from the natural (NBO) method, atoms 1 to 5: -0.36, -0.29, -0.03, -0.24, -0.65

---

Calculated values (eV) of relative energy (zero: lowest compared OMol25 entry of this formula, charge and spin) for the records, taken in order: 2.947; 2.887; 1.042; 0.000; 0.293; 1.141; 2.490; 1.257; 0.000; 3.615; 3.604; 0.062; 1.081; 1.263; 2.474; 1.897; 3.663; 5.200; 5.239; 5.211.